Entry 1:
48
Properties=species:S:1:pos:R:3:forces:R:3:lowdin_charge:R:1 method="wB97M-V/def2-TZVPD" e_tot_ev=-43763.4637 charge=0
C 4.9259 4.0465 -0.4645 -0.01 0.13 0.02 0.006
C 5.3694 2.8404 -0.1662 -0.01 -0.19 -0.08 -0.166
C 5.1897 1.6373 -1.0404 0.18 0.04 -0.17 -0.179
N 4.5858 0.5415 -0.3090 -0.25 0.50 -0.08 0.084
C 5.2361 -0.6148 -0.0685 -0.31 -0.50 0.29 -0.474
O 6.3435 -0.8589 -0.4983 0.35 -0.12 -0.07 0.071
C 4.4450 -1.6335 0.7566 0.22 -0.02 -0.03 -0.181
C 3.8708 -1.0382 2.0415 0.00 -0.02 0.04 -0.030
C 2.4551 -0.6170 1.6724 0.31 0.15 0.31 -0.464
O 1.7555 0.1490 2.2943 -0.15 0.12 0.18 0.082
N 2.1327 -1.2319 0.5014 0.15 -0.04 -0.21 -0.002
C 0.8757 -1.1359 -0.1301 -0.43 0.07 -0.02 -0.196
C -0.2875 -1.0876 0.6275 0.22 -0.07 -0.05 0.012
C -1.5253 -0.9743 0.0211 -0.26 -0.03 -0.18 0.008
C -1.6212 -0.9183 -1.3646 0.35 -0.05 0.02 -0.272
O -2.7816 -0.8146 -2.0719 0.18 0.15 -0.13 -0.045
C -4.0024 -0.8258 -1.3712 -0.32 -0.18 0.10 -0.176
C -4.2605 0.4179 -0.5546 -0.03 -0.08 -0.02 -0.235
C -3.5515 1.5884 -0.7897 -0.05 -0.02 0.00 -0.022
C -3.7862 2.7260 -0.0389 0.02 0.03 -0.04 -0.069
C -4.7442 2.7112 0.9598 -0.03 -0.01 0.02 -0.081
C -5.4710 1.5590 1.2031 -0.02 -0.01 0.02 -0.105
C -5.2261 0.4252 0.4474 0.19 0.22 -0.11 -0.607
Cl -6.1541 -1.0053 0.7643 -0.12 -0.15 0.05 0.709
C -0.4525 -0.9668 -2.1252 -0.31 0.02 0.02 0.004
C 0.7798 -1.0693 -1.5183 0.03 0.01 0.17 -0.008
C 3.1898 -2.0866 -0.0054 0.07 -0.41 -0.11 -0.081
H 5.0822 4.8890 0.1866 0.06 0.13 0.16 0.051
H 4.3975 4.2443 -1.3830 -0.13 -0.03 -0.20 0.056
H 5.8990 2.6559 0.7588 0.08 0.04 0.15 0.104
H 6.1635 1.2710 -1.3829 -0.19 0.06 -0.03 0.124
H 4.5721 1.8850 -1.9101 0.13 0.00 0.03 0.123
H 3.6850 0.7173 0.1076 0.04 -0.08 -0.01 0.137
H 5.1187 -2.4707 0.9451 -0.06 0.14 -0.09 0.148
H 3.8038 -1.7887 2.8322 -0.02 0.01 0.01 0.133
H 4.4406 -0.1952 2.4304 -0.09 0.00 0.02 0.131
H -0.2256 -1.1229 1.7026 0.01 0.01 0.07 0.117
H -2.4036 -0.9256 0.6442 -0.09 0.00 0.05 0.116
H -4.0721 -1.7162 -0.7318 0.03 0.12 -0.13 0.108
H -4.7683 -0.9108 -2.1509 0.09 -0.08 0.17 0.144
H -2.8069 1.5977 -1.5712 0.08 -0.02 -0.05 0.123
H -3.2198 3.6233 -0.2348 0.05 0.08 -0.01 0.105
H -4.9306 3.5944 1.5508 -0.02 0.08 0.06 0.105
H -6.2241 1.5338 1.9750 -0.07 -0.03 0.06 0.103
H -0.5362 -0.9169 -3.1993 -0.01 0.00 -0.13 0.120
H 1.6665 -1.0877 -2.1330 0.10 -0.01 -0.05 0.109
H 2.9528 -3.1364 0.2091 0.05 0.07 -0.08 0.138
H 3.3111 -1.9789 -1.0844 -0.01 -0.02 0.07 0.122


Entry 2:
55
Properties=species:S:1:pos:R:3:forces:R:3:lowdin_charge:R:1 method="wB97M-V/def2-TZVPD" s2=2.023 e_tot_ev=-123657.8545 charge=-1 spin_multiplicity=3
Ti 1.2443 -0.0693 -0.2598 0.09 0.62 0.11 0.616
S -0.4111 1.7132 0.6427 0.02 0.18 0.03 0.639
C 0.0069 3.2347 -0.1037 -0.01 -0.07 -0.01 -0.650
C -0.8094 4.3565 0.1433 0.02 -0.04 -0.01 -0.134
C -0.5391 5.5923 -0.4039 0.02 0.01 -0.02 -0.111
C 0.5714 5.7789 -1.2262 -0.03 0.03 0.01 -0.119
C 1.3930 4.6981 -1.4805 -0.02 -0.04 0.00 -0.126
C 1.1163 3.4421 -0.9415 -0.07 0.01 0.02 -0.524
S 2.2227 2.1170 -1.3317 0.04 0.00 -0.18 0.968
C 1.6001 1.6026 -2.9837 0.21 0.06 0.18 -0.342
C 0.2083 1.0925 -2.8893 0.02 -0.08 0.06 -0.345
C -0.8027 1.6058 -3.6661 0.04 -0.02 0.00 -0.041
C -2.0855 1.0657 -3.5852 -0.03 -0.01 0.00 -0.083
C -2.2684 -0.0133 -2.7308 -0.04 0.01 -0.06 -0.051
C -1.2267 -0.4856 -1.9594 0.10 0.06 0.03 -0.350
C -1.4382 -1.6763 -1.0788 -0.03 -0.04 0.12 -0.384
S -2.1413 -1.1777 0.5455 -0.05 -0.02 -0.05 0.918
C -2.1455 -2.7622 1.3460 -0.01 0.10 -0.08 -0.523
C -3.3795 -3.2710 1.7560 -0.04 -0.05 0.05 -0.125
C -3.4955 -4.5050 2.3716 0.02 0.08 -0.04 -0.113
C -2.3487 -5.2671 2.5697 0.03 -0.01 -0.01 -0.111
C -1.1192 -4.7718 2.1868 -0.09 -0.05 0.05 -0.144
C -0.9894 -3.5136 1.5829 0.13 -0.05 0.08 -0.502
S 0.6759 -3.1403 1.1650 0.08 0.07 -0.20 0.909
N 0.0132 0.1052 -1.9597 -0.30 -0.22 -0.15 -0.032
H -1.6741 4.2170 0.7794 -0.01 0.01 0.01 0.090
H -1.1979 6.4255 -0.1894 -0.01 0.01 0.01 0.093
H 0.7911 6.7497 -1.6508 0.01 0.01 0.00 0.088
H 2.2718 4.8127 -2.1043 0.01 0.00 -0.01 0.097
H 2.2953 0.8025 -3.2583 -0.04 0.02 -0.04 0.081
H 1.6950 2.4327 -3.6822 -0.03 -0.04 -0.02 0.082
H -0.5783 2.4211 -4.3417 0.01 0.01 -0.01 0.108
H -2.8967 1.4521 -4.1860 -0.02 0.01 -0.01 0.090
H -3.2276 -0.5115 -2.6596 -0.01 0.01 0.01 0.111
H -0.4987 -2.2036 -0.9080 -0.06 0.04 -0.09 0.031
H -2.1564 -2.3634 -1.5263 0.04 0.03 -0.07 0.089
H -4.2588 -2.6708 1.5588 -0.02 0.00 0.00 0.091
H -4.4648 -4.8748 2.6780 -0.03 0.00 0.01 0.091
H -2.4140 -6.2424 3.0362 0.01 -0.01 0.00 0.094
H -0.2206 -5.3509 2.3695 0.01 -0.01 0.02 0.093
C 3.0392 -1.1051 3.3419 -0.08 0.09 -0.08 -0.244
S 2.4685 0.5622 2.9828 0.07 0.04 0.04 0.880
C 0.7657 0.3322 3.5007 0.06 -0.02 -0.06 -0.274
O 2.5155 0.7123 1.4906 -0.08 -0.08 0.09 -0.639
H 2.9848 -1.2663 4.4182 0.01 -0.01 0.02 0.052
H 4.0709 -1.1661 3.0015 0.00 0.00 0.00 0.055
H 2.4108 -1.8091 2.8014 -0.01 -0.06 -0.01 0.010
H 0.7823 0.1185 4.5698 0.00 -0.02 0.02 0.054
H 0.3354 -0.4809 2.9194 -0.04 -0.06 0.00 0.035
H 0.2255 1.2522 3.2911 0.05 0.03 0.01 0.012
O 3.2821 -0.6094 -0.7900 -0.05 -0.11 -0.01 -0.589
Cl 3.2654 -1.9285 -1.5475 0.13 -0.04 -0.20 0.884
O 3.8845 -1.6866 -2.8452 0.01 0.01 0.02 -0.456
O 1.8280 -2.2023 -1.7307 0.07 -0.05 0.02 -0.501
O 0.8240 -1.5704 0.9720 -0.07 -0.33 0.42 -0.848


Entry 3:
51
Properties=species:S:1:pos:R:3:forces:R:3:lowdin_charge:R:1 method="wB97M-V/def2-TZVPD" e_tot_ev=-48888.2948 charge=0
O -5.1339 -0.4893 0.4046 -0.24 -0.10 0.15 0.097
C -4.3105 0.2544 -0.0655 0.12 0.42 -0.24 -0.425
C -4.6552 1.6893 -0.5054 -0.48 -0.10 0.34 -0.065
O -3.4917 2.4373 -0.8047 0.21 0.24 -0.21 -0.038
C -2.7489 2.8398 0.2769 -0.20 -0.04 0.38 -0.494
O -3.1910 2.8705 1.3949 -0.03 -0.01 -0.17 0.132
C -1.3643 3.0719 -0.1326 0.35 0.06 0.12 -0.001
C -0.3816 3.0426 0.7824 -0.70 0.00 -0.18 -0.004
C 1.0423 2.9929 0.5400 0.56 0.06 -0.06 -0.232
C 1.5840 2.8900 -0.7456 -0.06 0.02 0.23 -0.026
C 2.9426 2.7499 -0.9311 0.18 -0.04 0.00 -0.004
C 3.7688 2.7155 0.1797 -0.15 0.08 0.11 -0.265
F 5.0938 2.5709 -0.0046 -0.13 0.00 0.04 0.070
C 3.2713 2.8308 1.4649 0.29 0.00 -0.18 0.001
C 1.9101 2.9628 1.6364 -0.20 0.11 -0.31 -0.029
N -2.9978 -0.0464 -0.2772 0.41 0.32 -0.31 0.152
C -2.2211 -1.0377 0.3195 0.21 -0.36 0.18 -0.191
C -2.7532 -2.2107 0.8481 -0.12 0.06 -0.03 0.014
C -1.9165 -3.1317 1.4561 0.20 0.06 -0.03 -0.048
C -0.5510 -2.9036 1.5420 0.06 -0.18 0.14 -0.067
C -0.0351 -1.7379 1.0083 0.58 0.16 0.07 -0.258
S 1.7187 -1.3556 1.1425 0.29 0.08 0.02 0.681
O 1.8473 0.0742 1.1699 -0.23 -0.17 -0.25 -0.272
O 2.2622 -2.1260 2.2188 -0.19 -0.33 -0.07 -0.272
N 2.4788 -1.8696 -0.2491 -0.26 0.44 1.08 -0.228
C 2.3870 -3.2855 -0.5281 -0.06 -0.67 -0.01 -0.185
C 1.2164 -3.4475 -1.5144 0.03 -0.09 -0.02 -0.147
C 1.0636 -2.0610 -2.1662 0.03 0.04 -0.10 -0.147
C 2.1187 -1.1809 -1.4679 -0.20 0.44 -0.49 -0.186
C -0.8479 -0.8074 0.4010 -0.22 0.08 -0.04 -0.004
H -5.2629 1.6673 -1.4117 0.09 -0.03 0.10 0.142
H -5.2244 2.1549 0.3063 0.08 -0.16 -0.16 0.139
H -1.1929 3.1276 -1.1965 0.12 -0.01 -0.10 0.113
H -0.6847 2.9848 1.8212 -0.08 -0.03 0.08 0.131
H 0.9368 2.9053 -1.6092 -0.06 -0.01 -0.09 0.110
H 3.3691 2.6551 -1.9177 0.06 0.01 -0.08 0.121
H 3.9442 2.7919 2.3060 0.09 -0.01 0.07 0.125
H 1.5034 3.0315 2.6334 -0.06 -0.03 0.12 0.123
H -2.4538 0.6816 -0.7250 -0.22 -0.14 0.10 0.129
H -3.8174 -2.3748 0.8006 -0.04 -0.02 -0.02 0.109
H -2.3367 -4.0335 1.8739 -0.03 -0.07 0.05 0.111
H 0.1119 -3.5949 2.0364 0.03 -0.12 0.10 0.114
H 2.2556 -3.8210 0.4098 0.10 -0.18 -0.08 0.111
H 3.3277 -3.6033 -0.9872 -0.05 0.00 0.09 0.126
H 1.4306 -4.2208 -2.2493 -0.04 -0.06 0.01 0.107
H 0.3053 -3.7247 -0.9848 0.03 -0.03 -0.05 0.095
H 0.0603 -1.6691 -2.0019 0.02 -0.01 -0.07 0.092
H 1.2418 -2.0979 -3.2393 -0.05 0.04 -0.03 0.106
H 1.7734 -0.1803 -1.2130 0.07 0.07 -0.20 0.096
H 3.0181 -1.0933 -2.0849 -0.05 0.05 0.06 0.127
H -0.4113 0.1117 0.0390 -0.03 0.19 -0.06 0.111


Entry 4:
49
Properties=species:S:1:pos:R:3:forces:R:3:lowdin_charge:R:1 method="wB97M-V/def2-TZVPD" e_tot_ev=-33772.2877 charge=0
C 4.3843 -2.9581 2.8564 1.17 0.96 1.32 -0.051
C 3.6533 -2.2993 1.6565 -0.36 1.13 0.74 -0.085
C 3.3990 -0.8969 1.5968 -0.19 -1.90 -2.54 -0.211
F 3.8308 -0.0260 2.4831 1.00 0.16 1.56 0.088
C 2.7577 -0.2771 0.4931 -1.68 -0.28 -1.45 -0.063
N 2.7338 1.2052 0.4756 4.84 -3.44 0.82 0.085
C 1.6347 1.9186 0.3113 -3.38 -0.29 -0.99 -0.446
C 0.9095 1.8974 -0.8907 -1.56 0.51 0.14 -0.007
C -0.3777 2.5122 -0.9877 2.13 0.48 1.60 0.028
C -0.8419 3.2182 0.2311 1.52 -0.88 -1.13 -0.119
C -2.0973 3.9899 0.2884 -1.02 -0.60 -0.31 -0.270
C -3.0191 4.0348 -0.7189 1.16 0.22 -0.47 -0.040
N -4.0752 4.7327 -0.2146 -2.69 0.25 -1.51 -0.149
C -5.3345 4.8823 -0.9582 0.70 1.03 -1.47 -0.020
C -3.8676 5.0196 1.0732 1.92 -0.77 -0.81 -0.151
N -2.6672 4.5882 1.3611 1.31 0.26 2.86 0.098
C 0.0226 3.1416 1.3393 0.73 -0.66 -1.74 -0.054
N 1.1996 2.4593 1.3999 -2.04 2.40 1.06 0.140
C 2.0701 -1.1551 -0.4605 1.80 2.83 2.84 0.062
C 2.1503 -2.4989 -0.2505 -1.10 0.55 -1.21 -0.232
C 2.9690 -3.0989 0.6526 0.90 -0.47 1.88 -0.200
N 2.8143 -4.4723 0.5128 -0.46 -1.12 -0.32 0.106
C 1.8817 -4.6839 -0.4342 2.72 2.88 2.71 -0.108
N 1.4091 -3.4788 -0.8760 0.33 -1.37 -2.95 -0.027
C 0.4566 -3.3638 -2.0632 -0.73 -0.30 2.91 -0.039
C -0.8352 -3.7981 -1.3123 -1.21 2.34 0.39 -0.250
C -2.1901 -3.1456 -1.5151 -0.78 -0.12 0.52 -0.144
C -1.3683 -2.7439 -0.2771 -0.46 0.01 -1.42 -0.102
H 5.5616 -2.9058 2.9389 -2.27 0.05 -0.94 0.106
H 4.0883 -3.9752 2.6930 0.25 -0.86 0.62 0.033
H 4.1201 -2.6186 3.9630 -0.16 -0.45 -2.57 0.112
H 3.2933 1.6176 1.2640 -0.87 -1.05 -1.03 0.153
H 1.4128 1.3066 -1.6449 -0.44 0.43 -0.62 0.098
H -0.7772 2.5670 -2.0179 -0.39 -0.05 1.03 0.105
H -2.7720 3.7284 -1.7350 -1.10 0.25 0.15 0.124
H -5.7184 3.8894 -1.1177 -0.58 -0.20 -0.04 0.078
H -6.1307 5.6030 -0.6124 1.28 -0.88 0.35 0.107
H -4.9831 5.2787 -1.9421 -0.71 -0.32 0.48 0.096
H -4.5589 5.5423 1.6989 -0.16 0.09 0.19 0.125
H -0.1672 3.7077 2.1961 -0.75 0.64 1.26 0.091
H 1.4308 -0.7919 -1.1977 -0.78 0.87 -1.08 0.062
H 1.6492 -5.6582 -0.7529 -0.67 -0.76 -0.54 0.114
H 0.6016 -4.0698 -2.8812 0.83 0.13 0.15 0.117
H 0.5140 -2.3191 -2.4086 -0.46 -0.54 0.08 0.121
H -0.8543 -4.8361 -0.9929 0.20 0.18 -0.01 0.125
H -3.1234 -3.6533 -1.2148 0.73 -0.29 -0.64 0.096
H -2.3790 -2.4396 -2.3499 0.47 -0.33 0.78 0.103
H -1.0865 -1.6934 -0.4024 0.74 -0.53 0.35 0.090
H -1.7235 -2.9832 0.7445 0.26 -0.17 -0.98 0.106